DFT (ωB97M-V/def2-TZVPD) results for a cluster of 2 separate species, C4H9O2 in total in a non-equilibrium geometry.

- Total charge: -1
- Energy above the lowest of the compared OMol25 structures with the same formula, charge and spin: 0.281 eV
- HOMO-LUMO gap: 0.290 hartree

Cartesian coordinates (Å):
1 C -0.34 -1.01 -1.28
2 C 1.04 -1.48 -0.82
3 H -1.05 -1.81 -1.13
4 H -0.71 -0.15 -0.74
5 H -0.27 -0.74 -2.34
6 H 1.71 -0.65 -0.63
7 H 1.52 -2.04 -1.64
8 H 0.98 -2.18 0.01
9 C -0.48 2.01 0.84
10 C -0.37 0.65 1.69
11 O -1.51 0.26 2.07
12 O 0.76 0.22 1.92
13 H -1.51 2.28 0.68
14 H 0.13 1.92 -0.07
15 H 0.09 2.72 1.44

DFT (ωB97M-V/def2-TZVPD) results for a structure of composition C29H29N3RhSi in a non-equilibrium geometry.

- Total charge: +1
- Spin multiplicity: 5
- Energy above the lowest of the compared OMol25 structures with the same formula, charge and spin: 0.362 eV
- HOMO-LUMO gap (spin up / spin down): 0.257 / 0.165 hartree

Cartesian coordinates (Å):
1 C 0.55 1.59 1.09
2 C 0.95 2.09 -0.19
3 C -0.21 2.14 -1.03
4 H 1.97 2.36 -0.49
5 C -1.34 1.74 -0.24
6 C -0.87 1.39 1.06
7 H -1.48 1.04 1.88
8 H 1.21 1.41 1.94
9 H -0.24 2.53 -2.04
10 H -2.37 1.70 -0.57
11 Rh 0.06 0.28 -0.34
12 C -0.84 -0.61 -2.08
13 H -1.87 -0.28 -2.23
14 H -0.73 -1.69 -2.00
15 H -0.17 -0.15 -2.81
16 Si -0.38 -1.68 -5.39
17 C 1.29 -1.56 -6.19
18 C 2.04 -0.39 -6.02
19 H 1.61 0.47 -5.49
20 C 3.33 -0.31 -6.55
21 H 3.91 0.61 -6.43
22 C 3.89 -1.41 -7.21
23 H 4.90 -1.36 -7.61
24 C 3.13 -2.58 -7.38
25 H 3.55 -3.43 -7.92
26 C 1.84 -2.67 -6.85
27 H 1.25 -3.58 -6.95
28 C -1.51 -0.40 -6.09
29 C -1.25 0.12 -7.37
30 H -0.44 -0.29 -7.98
31 C -2.00 1.19 -7.86
32 H -1.78 1.60 -8.84
33 C -3.03 1.75 -7.08
34 H -3.59 2.61 -7.45
35 C -3.33 1.19 -5.84
36 H -4.14 1.60 -5.24
37 C -2.60 0.10 -5.35
38 H -2.84 -0.35 -4.38
39 H -0.03 -1.47 -3.99
40 H -1.04 -3.02 -5.37
41 C -1.44 -2.34 4.64
42 C -2.13 -1.78 3.56
43 C -1.46 -1.51 2.37
44 C -0.08 -1.78 2.28
45 C 0.60 -2.40 3.34
46 C -0.08 -2.67 4.53
47 N 0.66 -1.41 1.15
48 N 1.92 -1.76 1.20
49 C 2.71 -1.33 0.15
50 C 4.04 -1.77 0.03
51 C 4.78 -1.36 -1.07
52 C 4.20 -0.46 -1.97
53 C 2.92 0.02 -1.75
54 N 2.17 -0.48 -0.75
55 H -1.97 -2.54 5.58
56 H -3.20 -1.55 3.64
57 H -1.96 -1.08 1.50
58 H 1.65 -2.62 3.21
59 H 0.46 -3.14 5.35
60 H 4.39 -2.42 0.83
61 H 5.79 -1.73 -1.22
62 H 4.75 -0.10 -2.84
63 H 2.46 0.78 -2.39